1.
Here is a structure of composition C28H45BCdGeN4O2SSe from OMol25. Energies are from the ωB97M-V functional and the def2-TZVPD basis.

Geometry as XYZ:
```
84
Properties=species:S:1:pos:R:3:lowdin_charge:R:1
Cd -1.92020 1.40631 -0.17495 1.3009
C 0.47044 4.03184 1.25886 -0.1101
N -0.61004 3.83151 0.30193 -0.3415
C -0.07806 3.88302 -1.04978 -0.1256
C -1.72634 4.73555 0.56785 -0.1955
C -2.98833 4.38600 -0.20686 -0.2750
C -3.84311 5.47959 -0.48716 -0.0743
C -4.97332 5.25528 -1.22768 -0.1074
C -5.28957 3.94338 -1.64763 -0.1243
C -4.46633 2.89764 -1.34629 -0.1874
C -3.24942 3.07316 -0.64947 -0.2405
H 0.90686 5.02485 1.18704 0.0814
H 1.25655 3.27478 1.12269 0.0476
H 0.09660 3.91112 2.28816 0.0863
H 0.29591 4.88940 -1.27146 0.0896
H -0.82997 3.56956 -1.76687 0.0628
H 0.80412 3.21443 -1.10981 0.0618
H -1.41478 5.76080 0.26849 0.1237
H -1.87633 4.67504 1.64127 0.1158
H -3.53835 6.46776 -0.19699 0.0972
H -5.63215 6.09491 -1.52083 0.1038
H -6.23428 3.77843 -2.19341 0.0998
H -4.74271 1.88136 -1.62451 0.0695
C -7.46492 -1.38970 -0.20210 -0.0998
C -6.20101 -2.16992 0.17734 -0.2513
C -5.24173 -1.35545 1.00937 -0.6178
N -4.54585 -0.32852 0.66358 -0.0044
N -3.83549 0.25163 1.68012 -0.0453
C -4.02077 -0.35791 2.81512 -0.6958
N -3.50499 0.06923 4.04591 0.0733
S -5.12742 -1.69010 2.71098 1.0815
H -8.15315 -1.91365 -0.88578 0.0728
H -7.24537 -0.43908 -0.73561 0.0805
H -8.01837 -1.14242 0.72427 0.0804
H -5.65750 -2.56867 -0.67435 0.1092
H -6.44603 -3.03560 0.81313 0.0928
H -2.78764 0.75401 3.90741 0.0830
H -3.25205 -0.69690 4.67749 0.0935
C 3.68179 3.89940 -1.87474 -0.1912
Ge 4.86150 2.26904 -1.68324 0.7556
C 6.73758 2.89514 -1.70277 -0.2293
C 4.45762 0.99784 -3.10497 -0.2269
C 4.69707 1.40655 0.04168 -0.6777
Se 2.97199 0.73960 0.53900 0.8618
C 3.30042 -0.97983 -0.29049 -0.4066
H 4.15211 4.55598 -2.61297 0.0199
H 3.61051 4.39463 -0.93193 0.0016
H 2.70531 3.60554 -2.21383 -0.0140
H 7.05386 3.31318 -2.66073 0.0135
H 7.36839 2.01087 -1.52190 0.0159
H 6.86128 3.58522 -0.84005 0.0274
H 4.74219 1.38253 -4.08070 0.0182
H 3.36992 0.86624 -3.13379 0.0242
H 4.90605 0.03762 -2.90950 0.0060
H 4.99716 2.18561 0.73518 0.0094
H 5.44286 0.62433 0.14584 0.0218
H 3.59238 -0.90465 -1.34269 0.0101
H 2.38032 -1.58768 -0.27556 0.0027
H 4.07841 -1.57391 0.24101 0.0424
C 1.17628 -6.69113 1.75009 -0.0290
C 2.07152 -5.52984 1.25659 -0.5709
C 3.10881 -6.06392 0.26866 -0.0681
C 2.82048 -4.99151 2.44723 -0.0756
C 1.26249 -4.46920 0.51752 -0.1760
C 0.98100 -4.54672 -0.85662 -0.0188
C 0.26859 -3.52648 -1.55110 0.0371
C -0.09663 -2.40299 -0.83072 -0.2653
O -0.79032 -1.30212 -1.20025 0.0973
B -0.85958 -0.49633 -0.08493 -0.6381
O -0.34956 -1.18364 1.01942 0.0792
C 0.17871 -2.34448 0.49971 -0.2468
C 0.81539 -3.34133 1.21355 0.0611
H 1.80136 -7.41416 2.25066 0.0782
H 0.71030 -7.11124 0.86373 0.0841
H 0.42247 -6.33233 2.44404 0.0849
H 3.76150 -6.78474 0.77373 0.0864
H 3.71977 -5.25064 -0.13619 0.0955
H 2.70124 -6.61092 -0.57494 0.0690
H 3.50864 -5.74383 2.86778 0.0932
H 2.15219 -4.71259 3.24536 0.0713
H 3.43899 -4.10845 2.18443 0.1000
H 1.27789 -5.43059 -1.42514 0.1031
H 0.01818 -3.57293 -2.62534 0.1274
H 1.01666 -3.21376 2.27038 0.1243
```

Values from the calculation:
- F_max (Eh/bohr) = 0.034
- multiplicity = 1
- E_HOMO (eV) = -7.9365
- ΔE to the lowest compared entry with this formula, charge and spin (kcal per mole) = 0.0
- E (Eh) = -6532.56820



2.
Here is a cluster of 3 separate species, C2H10N2O3 in total from OMol25. Energies are from the ωB97M-V functional and the def2-TZVPD basis.

Geometry as XYZ:
```
17
Properties=species:S:1:pos:R:3:lowdin_charge:R:1
N 1.13377 -1.39181 1.76775 0.2935
C 1.42868 -0.99752 0.48106 -0.1020
C 0.29449 -1.05743 -0.58521 -0.4042
N -0.79495 -0.17434 -0.42171 0.1752
O 0.45028 -1.81958 -1.52701 0.1536
H 0.82244 -2.32689 1.96421 0.1600
H 1.90584 -1.12020 2.31097 0.1379
H 1.62188 0.06704 0.45394 0.1504
H 2.15575 -1.59828 -0.05385 0.1758
H -0.74279 0.81215 -0.28646 0.1084
H -1.68211 -0.63561 -0.67310 0.0803
H 0.62017 4.62700 0.25296 0.0400
H 1.19207 6.08799 0.12007 0.0345
O 1.44125 5.16321 0.18117 -0.0746
H -2.81764 -2.38041 -1.68248 -0.0012
H -3.82966 -1.30060 -1.31838 0.0754
O -3.19948 -1.95471 -0.98393 -0.0031
```

Values from the calculation:
- F_max (Eh/bohr) = 0.081
- multiplicity = 2
- total charge = +1
- E_HOMO (spin up / spin down) (eV) = -13.8790 / -13.8790
- ΔE to the lowest compared entry with this formula, charge and spin (kcal per mole) = 35.7
- E (Eh) = -417.06475



3.
Here is an isolated molecule of C4H7NS from OMol25. Energies are from the ωB97M-V functional and the def2-TZVPD basis.

Geometry as XYZ:
```
13
Properties=species:S:1:pos:R:3:lowdin_charge:R:1
C -0.42539 0.08794 -1.65700 -0.1166
C 0.18184 -0.29609 -0.27632 -0.6955
C 0.20650 0.95271 0.53462 -0.1575
S -0.95265 -1.51894 0.49565 0.8973
C -0.20564 -1.50454 2.12591 -0.5730
N 0.38659 -1.49486 3.11762 0.0801
H 0.07962 1.04221 -1.83497 0.0808
H -0.02845 -0.62323 -2.38576 0.0809
H -1.45700 0.07301 -1.63986 0.0414
H 1.21072 -0.74761 -0.43412 0.1298
H 1.03392 1.61499 0.00437 0.1294
H 0.56880 0.85371 1.53652 0.0567
H -0.59885 1.56072 0.41335 0.0463
```

Values from the calculation:
- F_max (Eh/bohr) = 0.102
- multiplicity = 1
- E_HOMO (eV) = -9.8138
- ΔE to the lowest compared entry with this formula, charge and spin (kcal per mole) = 29.1
- SMILES string = CC(C)SC#N
- E (Eh) = -609.51219



4.
Here is a cluster of 6 separate species, C10H34N6O6 in total from OMol25. Energies are from the ωB97M-V functional and the def2-TZVPD basis.

Geometry as XYZ:
```
56
Properties=species:S:1:pos:R:3:lowdin_charge:R:1
C 4.58617 0.46528 4.47771 -0.0956
O 3.65116 0.47378 3.36668 -0.1811
C 3.07874 -0.80288 3.10348 -0.2096
C 1.68046 -0.72888 2.50075 -0.4611
C 0.55907 -0.19688 3.29270 -0.0576
N 1.34007 -2.06621 2.05271 0.0379
H 5.04827 1.43099 4.68256 0.0802
H 5.46543 -0.15375 4.29939 0.0783
H 4.10799 0.07888 5.37779 0.0793
H 3.72778 -1.32009 2.39684 0.1242
H 3.05452 -1.41245 4.00677 0.1176
H 1.87210 -0.14246 1.60215 0.1377
H -0.17298 0.18723 2.58230 0.0580
H 0.80357 0.64696 3.93787 0.0829
H 0.18573 -0.99137 3.93885 0.0808
H 0.91890 -2.54084 2.83849 0.0607
H 0.57784 -2.20403 1.40456 0.0612
C -2.33514 -2.28300 -1.32313 -0.1321
O -0.96676 -2.27432 -1.51123 -0.2503
C -0.58420 -1.81133 -2.82358 -0.1877
C 0.96489 -1.70475 -2.88605 -0.3950
C 1.44965 -1.10559 -4.18428 -0.0448
N 1.43170 -3.08663 -2.51740 0.0469
H -2.55105 -2.79800 -0.38705 0.0954
H -2.83949 -2.78029 -2.15164 0.0900
H -2.82836 -1.31204 -1.27768 0.0810
H -1.00571 -2.49092 -3.56425 0.1255
H -1.02603 -0.84867 -3.08080 0.1195
H 1.17111 -1.08875 -2.01077 0.1204
H 2.47419 -0.76382 -4.03734 0.0880
H 0.91555 -0.20139 -4.47626 0.0572
H 1.28313 -1.72040 -5.06880 0.0794
H 0.78473 -3.14979 -1.74439 0.0388
H 1.04407 -3.76238 -3.16021 0.0596
N -0.59798 0.23774 -0.31638 0.2099
C -0.13074 1.31560 -0.84528 -0.7192
N -0.23275 2.25505 0.01591 0.1916
O 0.33722 1.48013 -1.97384 0.0220
H -1.18351 0.29129 0.50484 0.0756
H -0.51690 -0.69393 -0.69786 0.0675
H 0.10473 3.14811 -0.31369 0.0911
H -0.86719 2.11956 0.79001 0.0841
N -4.33378 2.16352 0.36190 0.1865
C -3.86954 1.25952 1.15618 -0.7672
N -4.67622 0.28364 1.47210 0.1834
O -2.71279 1.31118 1.54745 -0.0001
H -5.22085 1.98095 -0.08517 0.1156
H -3.83848 3.03147 0.21545 0.1315
H -4.40166 -0.39077 2.17202 0.1302
H -5.61049 0.38385 1.10171 0.1122
O 0.10108 2.31153 -4.30797 -0.0827
H 0.17132 2.14891 -3.36731 -0.0621
H -0.59997 1.72913 -4.60052 0.0096
O 0.25536 5.22153 -1.14184 -0.0389
H -0.68003 5.40002 -1.04473 0.0360
H 0.63594 5.47081 -0.29966 0.0384
```

Values from the calculation:
- F_max (Eh/bohr) = 0.108
- multiplicity = 1
- E_HOMO (eV) = -8.9940
- ΔE to the lowest compared entry with this formula, charge and spin (kcal per mole) = 3.3
- SMILES string = COC[C@H](C)N.COC[C@H](C)N.NC(N)=O.NC(N)=O.O.O
- E (Eh) = -1181.35807



5.
Here is a cluster of 6 separate species, C11H25Cl8O6P in total from OMol25. Energies are from the ωB97M-V functional and the def2-TZVPD basis.

Geometry as XYZ:
```
51
Properties=species:S:1:pos:R:3:lowdin_charge:R:1
C 6.52370 -3.72235 -2.63397 -0.1772
O 6.45769 -2.37471 -2.53163 -0.2364
P 7.80102 -1.67669 -1.87282 0.4672
O 9.18159 -2.04697 -2.27133 -0.2268
O 7.29954 -0.13227 -1.82240 -0.1945
C 5.94051 0.13255 -1.54527 -0.1279
O 7.59410 -2.06112 -0.35881 -0.2227
C 8.05365 -3.31919 0.20880 -0.0795
H 6.04326 -4.23185 -1.79869 0.0983
H 7.54098 -4.10998 -2.57936 0.0758
H 6.33885 -3.96276 -3.68095 0.1033
H 5.64131 0.46389 -0.55088 0.0950
H 5.28724 -0.66965 -1.88850 0.0782
H 5.60347 0.90951 -2.23144 0.0867
H 7.12709 -3.85437 0.41661 0.0815
H 8.53891 -3.04780 1.14634 0.0899
H 8.68240 -4.01659 -0.34475 0.0893
C -8.23600 0.11399 0.93271 -0.0525
C -8.97870 -0.52762 2.15346 -0.2251
O -8.07355 -1.15614 3.01418 -0.0290
C -8.18663 -1.08278 4.37203 -0.5504
C -7.23865 -1.95428 5.05461 0.0171
O -8.98274 -0.36689 4.88547 0.1198
H -7.20599 0.46368 1.00276 0.0733
H -8.89030 0.86367 0.48776 0.0693
H -8.30301 -0.73569 0.25328 0.0611
H -9.55676 0.15584 2.77542 0.1118
H -9.62565 -1.25522 1.66340 0.1167
H -7.55472 -2.96053 5.32970 0.0960
H -7.13049 -1.45987 6.01999 0.0983
H -6.36223 -2.11703 4.42732 0.0943
Cl 3.15602 3.35922 -8.05287 0.4477
C 2.29824 2.16276 -6.94940 -0.9536
Cl 0.73190 2.66301 -6.18952 0.4670
H 2.17267 1.23110 -7.50107 0.0208
H 2.97646 1.87200 -6.14716 0.0180
Cl -0.76348 2.85462 -0.54210 0.4423
C -2.50571 3.28303 -0.88226 -0.9716
Cl -3.05198 4.17490 0.53808 0.4770
H -2.70027 3.95476 -1.71834 0.0287
H -3.11224 2.37982 -0.94879 0.0236
Cl 0.06263 -3.02880 -1.17142 0.4518
C -1.72930 -3.32588 -0.96471 -1.0031
Cl -2.48459 -2.58019 0.43135 0.5092
H -2.28738 -3.00047 -1.84265 0.0260
H -1.85653 -4.39156 -0.77433 0.0156
Cl 1.14991 9.24704 5.04389 0.5428
C 0.73241 7.59033 4.84578 -1.0977
Cl 0.78808 6.63345 6.33755 0.4992
H -0.24679 7.56309 4.36772 0.0266
H 1.34010 7.09700 4.08722 0.0291
```

Values from the calculation:
- F_max (Eh/bohr) = 0.073
- multiplicity = 1
- E_HOMO (eV) = -10.5610
- SMILES string = COP(=O)(OC)OC.CCOC(C)=O.ClCCl.ClCCl.ClCCl.ClCCl
- E (Eh) = -4908.44840



6.
Here is a cluster of 3 separate species, CH5N3S in total from OMol25. Energies are from the ωB97M-V functional and the def2-TZVPD basis.

Geometry as XYZ:
```
10
Properties=species:S:1:pos:R:3:lowdin_charge:R:1
C -0.51755 0.10329 -0.84716 -0.3045
H -2.27909 2.21961 0.00232 0.2054
H -0.13887 3.31614 -0.71297 0.1829
H -1.11209 0.17452 -1.77803 0.1056
H -0.10870 -2.00023 -0.97719 0.0921
H 1.86923 -0.64476 0.29359 -0.1566
N -1.10848 2.30838 -0.90259 -0.1624
N -0.25328 1.20127 -0.21222 -0.1779
N -0.17420 -1.25278 -0.20327 -0.4730
S 0.97666 -1.21770 1.09261 0.6885
```

Values from the calculation:
- F_max (Eh/bohr) = 0.107
- multiplicity = 1
- E_HOMO (eV) = -9.1003
- ΔE to the lowest compared entry with this formula, charge and spin (kcal per mole) = 140.7
- E (Eh) = -603.32173



7.
Here is a cluster of 2 separate species, C4H7NO3 in total from OMol25. Energies are from the ωB97M-V functional and the def2-TZVPD basis.

Geometry as XYZ:
```
15
Properties=species:S:1:pos:R:3:lowdin_charge:R:1
O 1.77641 -0.25770 -1.15844 0.0867
C 1.29272 0.19006 0.02439 -0.4625
O 1.96496 -0.02029 1.16287 0.1107
C 0.15463 0.84496 0.00883 -0.2450
C -1.12499 1.43200 0.59382 -0.0117
N -0.85813 1.14232 -0.86687 0.0492
H 1.25903 0.23179 -1.80686 0.1203
H 2.88441 -0.28769 1.09705 0.1235
H -1.84672 0.80455 0.96046 0.0670
H -1.21152 2.41973 0.90085 0.0712
H -1.50188 0.35337 -1.01392 0.0626
C -0.68560 -1.70033 0.03487 -0.1461
O -1.55972 -1.28492 -0.67786 -0.0498
H -0.82285 -1.72394 1.14223 0.1078
H 0.27925 -2.14392 -0.40142 0.1160
```

Values from the calculation:
- F_max (Eh/bohr) = 0.082
- multiplicity = 1
- E_HOMO (eV) = -8.1588
- ΔE to the lowest compared entry with this formula, charge and spin (kcal per mole) = 117.8
- SMILES string = OC(O)=C1CN1.C=O
- E (Eh) = -436.95569



8.
Here is a structure of composition C12H13BrO2Ti from OMol25. Energies are from the ωB97M-V functional and the def2-TZVPD basis.

Geometry as XYZ:
```
29
Properties=species:S:1:pos:R:3:lowdin_charge:R:1
C -0.96758 -1.02677 -2.22753 -0.1485
C -1.04599 -2.04249 -1.23797 -0.1991
C -1.77694 -1.50067 -0.11539 -0.2205
H -0.68221 -3.06489 -1.32775 0.1094
C -2.12312 -0.15350 -0.42821 -0.1385
C -1.62782 0.14257 -1.73871 -0.1114
H -1.80602 1.07785 -2.27424 0.1241
H -0.55249 -1.15738 -3.23341 0.1266
H -2.10231 -2.05434 0.76201 0.1207
H -2.76252 0.50289 0.16708 0.1308
Ti 0.15767 -0.39837 -0.16845 0.6768
Br 1.11669 -2.31737 0.98733 0.3154
C 2.21467 0.92343 -0.02320 -0.1674
C 1.36152 1.68966 -0.89415 -0.1254
C 1.20327 0.94913 -2.11600 -0.1483
H 0.97030 2.68245 -0.69384 0.1149
C 1.91500 -0.29144 -1.98660 -0.1508
C 2.56854 -0.29644 -0.70713 -0.2270
H 3.27242 -1.03891 -0.35517 0.0837
H 2.60565 1.24501 0.93245 0.1141
H 0.69154 1.31071 -3.00167 0.1122
H 2.01023 -1.06707 -2.73971 0.1133
C -0.44856 1.13990 3.74987 0.0100
C -0.94236 0.45431 2.49706 -0.6025
O -1.97382 -0.20372 2.53625 0.0473
O -0.18973 0.62030 1.40796 -0.2143
H -1.15883 1.92364 4.03941 0.0897
H 0.54423 1.55384 3.63228 0.0726
H -0.47141 0.39767 4.55741 0.0921
```

Values from the calculation:
- F_max (Eh/bohr) = 0.058
- multiplicity = 1
- E_HOMO (eV) = -8.2451
- E (Eh) = -4039.12312



9.
Here is an isolated molecule of C2H3NOS2 from OMol25. Energies are from the ωB97M-V functional and the def2-TZVPD basis.

Geometry as XYZ:
```
9
Properties=species:S:1:pos:R:3:lowdin_charge:R:1
C -0.16878 -0.79281 -0.77714 -0.3360
C -0.72937 -0.21146 0.47636 -0.2896
N 1.08485 -0.67708 -1.03859 -0.4100
O 0.16385 2.40982 0.24753 -0.5821
S 2.06698 0.17144 0.01185 0.6388
S 0.51214 1.27419 1.06331 0.6552
H -0.62031 -1.31828 -1.65828 0.1270
H -1.90164 -0.05430 0.32181 0.1381
H -0.40772 -0.80151 1.35314 0.0587
```

Values from the calculation:
- F_max (Eh/bohr) = 0.057
- multiplicity = 1
- E_HOMO (eV) = -9.3691
- ΔE to the lowest compared entry with this formula, charge and spin (kcal per mole) = 54.9
- E (Eh) = -1004.30006